Record 1
This record from the OMol25 dataset describes C4H5NO as an isolated structure at a distorted geometry. The level of theory is wB97M-V/def2-TZVPD.

ORCA input file:
```
! wB97M-V def2-TZVPD RIJCOSX def2/J DEFGRID3
* xyz 0 1
C -0.395 0.606 1.011
C -1.053 -0.620 0.245
O 0.656 1.126 0.330
N -2.238 -0.904 0.062
C 1.323 0.029 -0.646
C 2.349 -0.055 -1.281
H -2.787 -0.642 -0.752
H -1.229 1.309 1.150
H -0.102 0.141 1.966
H 0.122 -0.923 -0.454
H 3.354 -0.066 -1.630
*
```

Total energy ... -285.13713 a.u.
Molar mass ... 83.09 g mol⁻¹
HOMO-LUMO gap (alpha / beta) ... 7.8 / 7.8 eV
Highest occupied orbital energy (alpha / beta) ... -8.083 / -8.083 eV
Max |F| ... 0.0682 Eh/bohr
LUMO energy (alpha / beta) ... -0.2623 / -0.2626 eV


Record 2
This record from the OMol25 dataset describes one molecule with the formula C4H5NO at a distorted geometry. The level of theory is wB97M-V/def2-TZVPD.

ORCA input file:
```
! wB97M-V def2-TZVPD RIJCOSX def2/J DEFGRID3
* xyz 0 1
C -0.050 0.250 -1.390
C 0.756 -0.308 -0.246
O 1.658 -1.099 -0.380
C 0.307 0.187 1.140
C -1.050 -0.304 1.382
N -2.116 -0.732 1.517
H 0.602 0.563 -2.207
H -0.671 1.087 -1.062
H -0.705 -0.544 -1.761
H 0.292 1.285 1.153
H 0.984 -0.171 1.916
*
```

Total energy ... -285.39789 a.u.
SMILES string ... CC(=O)CC#N
Molar mass ... 83.09 g mol⁻¹
HOMO-LUMO gap ... 11.0 eV
Highest occupied orbital energy ... -10.415 eV
Max |F| ... 0.0216 Eh/bohr
LUMO energy ... 0.6255 eV


Record 3
This record from the OMol25 dataset describes one molecule with the formula C4H5NO at a distorted geometry. The level of theory is wB97M-V/def2-TZVPD.

ORCA input file:
```
! wB97M-V def2-TZVPD RIJCOSX def2/J DEFGRID3
* xyz 0 1
N -2.755 -0.580 0.086
C -1.774 0.020 -0.035
C -0.497 0.925 -0.192
C 0.604 0.194 0.305
C 2.139 0.117 0.096
O 1.498 -0.907 -0.355
H -0.446 1.265 -1.326
H -0.719 1.814 0.532
H 0.424 -0.285 1.388
H 2.762 0.080 1.217
H 2.452 0.908 -0.623
*
```

Total energy ... -285.27453 a.u.
SMILES string ... N#CC[C@@H]1CO1
Molar mass ... 83.09 g mol⁻¹
HOMO-LUMO gap ... 11.3 eV
Highest occupied orbital energy ... -10.611 eV
Max |F| ... 0.1644 Eh/bohr
LUMO energy ... 0.6539 eV


Record 4
This record from the OMol25 dataset describes one molecule with the formula C4H5NO. The level of theory is wB97M-V/def2-TZVPD.

ORCA input file:
```
! wB97M-V def2-TZVPD RIJCOSX def2/J DEFGRID3
* xyz 0 1
N 2.444 -0.099 -0.022
C 1.184 0.009 0.046
C 0.475 1.329 0.137
C -0.901 0.890 -0.044
C -1.015 -0.621 0.175
O 0.330 -1.073 0.049
H 2.704 -1.089 -0.065
H -0.743 1.108 -1.138
H -1.729 1.527 0.270
H -1.633 -1.141 -0.562
H -1.390 -0.857 1.179
*
```

Total energy ... -285.26732 a.u.
Molar mass ... 83.09 g mol⁻¹
HOMO-LUMO gap ... 8.5 eV
Highest occupied orbital energy ... -9.351 eV
Max |F| ... 0.0089 Eh/bohr
LUMO energy ... -0.8331 eV


Record 5
This record from the OMol25 dataset describes one molecule with the formula C4H5NO at a distorted geometry. The level of theory is wB97M-V/def2-TZVPD.

ORCA input file:
```
! wB97M-V def2-TZVPD RIJCOSX def2/J DEFGRID3
* xyz 0 1
O -0.529 0.143 2.458
C -0.320 -0.058 1.291
C -0.428 0.891 0.100
C 0.033 -0.036 -0.990
N 0.795 -1.070 -0.353
C 0.264 -1.370 0.828
H -1.472 1.182 -0.015
H 0.179 1.792 0.199
H 0.491 0.330 -1.897
H 1.801 -1.122 -0.314
H -0.814 -0.682 -1.308
*
```

Total energy ... -285.27767 a.u.
Molar mass ... 83.09 g mol⁻¹
HOMO-LUMO gap (alpha / beta) ... 7.7 / 7.7 eV
Highest occupied orbital energy (alpha / beta) ... -8.344 / -8.346 eV
Max |F| ... 0.0495 Eh/bohr
LUMO energy (alpha / beta) ... -0.6188 / -0.6194 eV


Record 6
This record from the OMol25 dataset describes C4H5NO as an isolated structure. The level of theory is wB97M-V/def2-TZVPD.

ORCA input file:
```
! wB97M-V def2-TZVPD RIJCOSX def2/J DEFGRID3
* xyz 0 1
C -1.282 -0.337 -0.286
C -0.113 0.455 0.272
O 0.648 -0.204 1.281
C 1.117 0.642 -0.587
C 1.687 -0.600 -0.733
N 1.490 -1.342 0.257
H -2.012 -0.499 0.512
H -1.769 0.206 -1.104
H -0.948 -1.311 -0.652
H -0.444 1.422 0.671
H 1.631 1.589 -0.730
*
```

Total energy ... -285.18162 a.u.
Molar mass ... 83.09 g mol⁻¹
HOMO-LUMO gap (alpha / beta) ... 7.2 / 8.0 eV
Highest occupied orbital energy (alpha / beta) ... -9.246 / -9.670 eV
Max |F| ... 0.0177 Eh/bohr
LUMO energy (alpha / beta) ... -2.0076 / -1.6659 eV


Record 7
This record from the OMol25 dataset describes one molecule with the formula C4H5NO at a distorted geometry. The level of theory is wB97M-V/def2-TZVPD.

ORCA input file:
```
! wB97M-V def2-TZVPD RIJCOSX def2/J DEFGRID3
* xyz 0 1
N 0.739 -1.471 -0.278
C 1.194 -0.234 -0.627
O 2.198 -0.042 -1.291
C 0.337 0.900 -0.210
C -0.868 0.839 0.428
C -1.581 0.228 1.439
H 1.371 -2.242 -0.425
H 0.004 -1.576 0.405
H 0.640 1.853 -0.633
H -1.429 1.646 -0.064
H -2.657 0.103 1.226
*
```

Total energy ... -285.26009 a.u.
Molar mass ... 83.09 g mol⁻¹
HOMO-LUMO gap (alpha / beta) ... 7.6 / 7.9 eV
Highest occupied orbital energy (alpha / beta) ... -8.899 / -9.546 eV
Max |F| ... 0.0295 Eh/bohr
LUMO energy (alpha / beta) ... -1.3310 / -1.6692 eV


Record 8
This record from the OMol25 dataset describes one molecule with the formula C4H5NO. The level of theory is wB97M-V/def2-TZVPD.

ORCA input file:
```
! wB97M-V def2-TZVPD RIJCOSX def2/J DEFGRID3
* xyz 0 1
C 2.041 -0.045 -0.734
C 1.005 -0.485 -0.076
C -0.105 -0.983 0.402
C -1.387 -0.217 0.508
N -1.294 1.128 0.304
O -2.432 -0.780 0.780
H 2.052 -0.274 -1.794
H 2.886 0.484 -0.303
H -0.160 -2.030 0.686
H -2.153 1.653 0.285
H -0.454 1.550 -0.058
*
```

Total energy ... -285.37475 a.u.
SMILES string ... C=C=CC(N)=O
Molar mass ... 83.09 g mol⁻¹
HOMO-LUMO gap ... 10.6 eV
Highest occupied orbital energy ... -9.834 eV
Max |F| ... 0.0069 Eh/bohr
LUMO energy ... 0.7652 eV


Record 9
This record from the OMol25 dataset describes one molecule with the formula C4H5NO at a distorted geometry. The level of theory is wB97M-V/def2-TZVPD.

ORCA input file:
```
! wB97M-V def2-TZVPD RIJCOSX def2/J DEFGRID3
* xyz 0 1
O -0.421 -1.097 -1.682
C -0.047 -0.445 -0.545
C 0.793 -0.686 0.546
C 0.648 0.386 1.436
C -0.228 1.226 0.849
N -0.530 0.808 -0.392
H -0.255 -2.070 -1.333
H 1.279 -1.537 0.800
H 1.174 0.559 2.369
H -0.659 2.102 1.475
H -1.457 1.176 -0.821
*
```

Total energy ... -285.36459 a.u.
SMILES string ... Oc1ccc[nH]1
Molar mass ... 83.09 g mol⁻¹
HOMO-LUMO gap ... 8.4 eV
Highest occupied orbital energy ... -7.653 eV
Max |F| ... 0.0988 Eh/bohr
LUMO energy ... 0.7500 eV


Record 10
This record from the OMol25 dataset describes C4H5NO as an isolated structure at a distorted geometry. The level of theory is wB97M-V/def2-TZVPD.

ORCA input file:
```
! wB97M-V def2-TZVPD RIJCOSX def2/J DEFGRID3
* xyz 0 1
N -0.194 1.808 0.812
C -0.580 0.838 1.391
C -0.232 -0.590 0.848
C -0.572 -0.523 -0.657
C 0.812 0.144 -0.688
O 1.132 -0.525 0.498
H -0.491 -1.419 1.504
H -0.541 -1.545 -1.061
H -1.455 0.011 -1.006
H 1.566 0.072 -1.471
H 0.557 1.728 -0.171
*
```

Total energy ... -285.22959 a.u.
Molar mass ... 83.09 g mol⁻¹
HOMO-LUMO gap (alpha / beta) ... 8.6 / 8.6 eV
Highest occupied orbital energy (alpha / beta) ... -8.491 / -8.492 eV
Max |F| ... 0.0459 Eh/bohr
LUMO energy (alpha / beta) ... 0.0963 / 0.0963 eV


Record 11
This record from the OMol25 dataset describes one molecule with the formula C4H5NO at a distorted geometry. The level of theory is wB97M-V/def2-TZVPD.

ORCA input file:
```
! wB97M-V def2-TZVPD RIJCOSX def2/J DEFGRID3
* xyz 0 1
C -1.510 -0.220 0.389
C -0.169 -0.132 0.284
C 0.925 -0.999 0.513
O 1.949 -0.552 -0.162
N 1.779 0.606 -0.825
C 0.415 0.974 -0.515
H -2.162 0.027 -0.431
H -2.091 -0.718 1.131
H -0.388 1.103 -1.284
H 1.011 -1.968 0.980
H 0.371 1.958 -0.028
*
```

Total energy ... -285.22645 a.u.
Molar mass ... 83.09 g mol⁻¹
HOMO-LUMO gap (alpha / beta) ... 7.8 / 8.1 eV
Highest occupied orbital energy (alpha / beta) ... -7.725 / -8.305 eV
Max |F| ... 0.0441 Eh/bohr
LUMO energy (alpha / beta) ... 0.0444 / -0.2530 eV


Record 12
This record from the OMol25 dataset describes a 2-piece molecular cluster, C4H5NO overall at a distorted geometry. The level of theory is wB97M-V/def2-TZVPD.

ORCA input file:
```
! wB97M-V def2-TZVPD RIJCOSX def2/J DEFGRID3
* xyz 0 1
C 1.502 0.139 -1.007
C 1.297 0.829 0.093
N 2.422 -0.143 0.119
H 1.529 0.224 -2.044
H 0.785 1.465 0.839
H 3.359 0.265 0.059
C -2.250 0.010 -0.508
C -2.009 1.047 0.323
O -1.680 2.016 0.944
H -1.488 -0.735 -0.292
H -2.943 -0.020 -1.226
*
```

Total energy ... -285.21100 a.u.
SMILES string ... C1=CN1.C=C=O
Molar mass ... 83.09 g mol⁻¹
HOMO-LUMO gap ... 8.8 eV
Highest occupied orbital energy ... -7.998 eV
Max |F| ... 0.1202 Eh/bohr
LUMO energy ... 0.8099 eV


- Which of these has the highest total energy?
  number 1